Entry 1:
{"formula": "C27H40InN3O3Si", "method": "wB97M-V/def2-TZVPD", "homo_lumo_gap_ev": 8.339, "charge": 2, "spin_multiplicity": 1, "energy_ha": -1922.02373, "lumo_energy_ev": -5.04, "symbols": ["In", "C", "N", "C", "C", "O", "C", "O", "C", "C", "O", "N", "C", "C", "H", "H", "H", "H", "H", "H", "H", "H", "H", "H", "H", "H", "H", "H", "H", "H", "C", "Si", "C", "N", "C", "C", "C", "C", "C", "C", "C", "C", "C", "C", "C", "C", "C", "C", "C", "C", "C", "H", "H", "H", "H", "H", "H", "H", "H", "H", "H", "H", "H", "H", "H", "H", "H", "H", "H", "H", "H", "H", "H", "H", "H"], "positions_angstrom": [[1.10234, -0.61990, -0.15828], [4.41557, -4.13055, -0.05576], [3.39145, -4.08315, 0.99612], [3.33650, -5.26459, 1.85919], [2.53671, -3.09198, 1.04673], [2.57548, -2.13983, 0.22075], [1.43698, -3.06692, 2.10903], [0.80282, -1.79428, 2.10298], [1.06988, -0.94030, 3.21098], [1.22217, 0.49299, 2.71287], [1.36736, 0.69613, 1.48169], [1.20907, 1.48236, 3.57223], [1.09018, 1.31771, 5.02094], [1.28252, 2.87340, 3.10942], [5.35228, -4.45597, 0.39100], [4.12036, -4.84565, -0.82338], [4.54075, -3.14974, -0.49781], [4.32728, -5.45123, 2.26808], [2.63980, -5.13912, 2.68069], [3.03305, -6.12996, 1.27028], [0.68740, -3.81615, 1.84152], [1.81768, -3.30918, 3.09906], [0.23947, -1.00429, 3.91591], [1.98988, -1.23156, 3.72488], [1.18256, 0.28078, 5.32602], [1.88579, 1.88364, 5.50211], [0.13083, 1.70835, 5.35975], [1.48572, 2.90454, 2.04563], [0.33140, 3.36748, 3.30926], [2.07190, 3.38726, 3.65492], [1.34734, 0.25214, -2.09448], [-0.28867, 1.13204, -2.25304], [-1.48677, -0.21563, -1.57266], [-1.14363, -0.84905, -0.25540], [-1.76718, -0.09588, 0.87664], [-3.28546, -0.21415, 0.92128], [-3.71877, -1.67868, 0.94044], [-3.08850, -2.43852, -0.22355], [-1.57548, -2.27693, -0.19920], [-0.89780, 1.49279, -3.96252], [-1.33236, 2.77299, -4.31417], [-1.81332, 3.02900, -5.59053], [-1.86377, 2.01059, -6.53095], [-1.43089, 0.73289, -6.19890], [-0.95120, 0.47834, -4.92434], [-0.30014, 2.63902, -1.14433], [0.85860, 3.38716, -0.92089], [0.82169, 4.56642, -0.18756], [-0.37906, 5.01223, 0.34806], [-1.54249, 4.27994, 0.14381], [-1.50117, 3.10984, -0.60037], [2.23488, 0.88142, -2.13251], [1.43702, -0.51355, -2.86814], [-1.45938, -1.00500, -2.33150], [-2.51829, 0.13649, -1.56045], [-1.44678, 0.94423, 0.80284], [-1.35948, -0.52156, 1.79766], [-3.74219, 0.30474, 0.07648], [-3.63365, 0.30486, 1.81623], [-4.80470, -1.75450, 0.90318], [-3.40301, -2.13873, 1.88350], [-3.48836, -2.08424, -1.17625], [-3.32264, -3.50240, -0.16435], [-1.10367, -2.80564, -1.03013], [-1.18783, -2.68887, 0.73846], [-1.29211, 3.57899, -3.59046], [-2.14505, 4.02519, -5.85176], [-2.23691, 2.21176, -7.52628], [-1.46387, -0.05964, -6.93483], [-0.60651, -0.52420, -4.68667], [1.80399, 3.06576, -1.34487], [1.72617, 5.14566, -0.04992], [-0.41306, 5.93857, 0.90692], [-2.48363, 4.63427, 0.54450], [-2.42710, 2.56958, -0.77581]], "atomic_forces_ev_per_a": [[0.139, 0.151, -0.235], [-0.002, -0.012, -0.009], [0.027, -0.037, -0.021], [0.004, -0.003, -0.006], [-0.056, 0.100, 0.149], [-0.065, -0.112, -0.049], [-0.033, -0.008, -0.070], [0.144, 0.015, -0.047], [-0.059, -0.003, 0.059], [-0.004, -0.137, 0.114], [-0.011, 0.077, -0.162], [0.003, 0.035, 0.013], [-0.022, 0.001, 0.028], [0.014, 0.031, -0.009], [-0.004, 0.001, 0.013], [-0.007, -0.002, 0.005], [-0.009, 0.009, 0.000], [0.003, 0.019, 0.008], [-0.013, 0.001, -0.006], [0.002, 0.004, -0.007], [-0.016, 0.002, 0.067], [0.027, 0.039, 0.018], [0.007, -0.051, -0.007], [0.010, -0.026, -0.020], [0.007, 0.000, -0.016], [0.006, 0.000, -0.012], [-0.004, -0.003, -0.010], [-0.015, -0.008, -0.012], [-0.001, -0.017, 0.013], [0.010, -0.020, 0.003], [0.032, 0.046, -0.003], [-0.235, -0.005, 0.084], [0.003, 0.022, -0.095], [0.077, 0.028, 0.042], [-0.018, -0.023, -0.008], [-0.006, -0.027, 0.047], [0.000, 0.031, -0.022], [0.012, -0.019, 0.020], [-0.058, 0.003, 0.042], [0.078, 0.030, 0.042], [-0.002, -0.027, -0.021], [-0.003, 0.015, -0.012], [0.005, 0.002, 0.025], [0.011, -0.013, 0.003], [-0.005, 0.009, -0.023], [-0.077, -0.072, -0.015], [0.014, -0.006, -0.008], [0.002, -0.005, 0.019], [0.010, -0.024, -0.014], [-0.021, 0.011, 0.016], [0.042, 0.049, -0.002], [-0.008, -0.007, 0.035], [0.068, -0.105, 0.122], [-0.003, 0.003, 0.004], [0.010, 0.008, -0.030], [0.002, -0.021, 0.005], [0.012, -0.008, 0.021], [0.004, -0.001, -0.009], [-0.005, -0.005, -0.002], [0.001, -0.001, 0.002], [-0.003, 0.003, 0.002], [0.003, 0.007, 0.002], [-0.003, 0.003, -0.006], [0.003, 0.017, -0.016], [-0.002, 0.003, -0.008], [-0.005, 0.000, -0.002], [-0.001, -0.006, -0.005], [0.000, 0.000, 0.001], [-0.002, 0.006, 0.001], [-0.007, 0.002, -0.007], [-0.003, 0.012, -0.002], [-0.007, 0.000, 0.000], [-0.003, -0.001, -0.002], [0.005, 0.004, -0.003], [0.003, 0.014, -0.009]], "mulliken_charge": [2.188, -0.975, 0.125, -0.932, 1.141, -0.942, -1.346, -0.500, -1.148, 1.085, -0.859, 0.130, -0.973, -0.938, 0.317, 0.354, 0.305, 0.349, 0.342, 0.343, 0.572, 0.609, 0.446, 0.792, 0.385, 0.331, 0.354, 0.122, 0.407, 0.390, -1.318, -0.810, -1.137, 0.659, -0.687, -0.791, -0.811, -0.701, -0.590, 0.756, -0.179, -0.750, -0.474, -0.769, -0.461, 0.922, -0.438, -0.727, -0.530, -0.837, -0.165, 0.512, 0.476, 0.745, 0.304, 0.205, 0.361, 0.310, 0.484, 0.436, 0.273, 0.315, 0.437, 0.533, 0.035, 0.309, 0.414, 0.406, 0.405, 0.280, 0.298, 0.440, 0.451, 0.465, 0.470]}



Entry 2:
{"formula": "C2H6N2O", "method": "wB97M-V/def2-TZVPD", "smiles": "NC/C=N\\O", "homo_lumo_gap_ev": 10.768, "de_lowest_kcal_mol": 102.0, "charge": 0, "spin_multiplicity": 1, "energy_ha": -264.42470, "lumo_energy_ev": 0.71, "symbols": ["C", "C", "H", "H", "H", "H", "H", "H", "N", "N", "O"], "positions_angstrom": [[-0.57195, 0.40738, 0.39363], [0.67365, 0.93751, -0.29505], [-1.67648, -0.47013, -1.23095], [-0.34154, -1.34585, -0.55932], [-1.14506, 1.39147, 0.66935], [-0.20000, 0.17122, 1.46004], [0.76360, 2.06180, -0.53104], [0.56555, -1.34067, 0.60409], [-1.23335, -0.82470, -0.32233], [1.68128, 0.16524, -0.30669], [1.48431, -1.15327, 0.11827]], "atomic_forces_ev_per_a": [[-0.702, 1.767, 1.058], [-0.568, 0.311, 1.082], [1.048, -0.735, 1.690], [-2.155, 0.560, -0.802], [-0.177, -2.312, -1.055], [-0.740, -0.424, -1.493], [0.235, -2.134, 0.054], [2.977, 1.007, -0.882], [1.229, 2.256, -0.194], [0.512, 0.016, -0.633], [-1.658, -0.312, 1.175]], "mulliken_charge": [-0.788, 0.189, 0.279, 0.326, 0.272, 0.362, 0.314, 0.361, -0.629, -0.326, -0.361]}



Question: Number 2 is which compound?
Answer: C2H6N2O